Entry from the Open Molecules 2025 dataset: a 40-piece molecular cluster, H80O40 overall in a non-equilibrium geometry (ωB97M-V/def2-TZVPD).

Properties
HOMO level, eV: -10.2
LUMO, hartree: -0.0095
E, Ha: -3057.4442
Strongest force on any atom, eV Å⁻¹: 3.35

CARTESIAN COORDINATES (ANGSTROEM)
H -0.09 1.37 -2.54
H -3.83 -2.13 1.09
H -2.31 0.31 -2.38
H -1.11 -2.39 -3.87
H -1.04 3.46 4.24
H 5.94 -0.02 0.37
O -1.42 -3.96 2.78
O 0.69 -5.80 -0.46
O -0.38 -2.16 -3.32
O -2.26 4.53 3.21
H -3.68 -2.48 4.14
H -2.22 0.16 -5.61
O 2.11 3.13 -3.06
H -4.59 -3.15 -3.43
H 2.61 2.13 3.16
H -0.22 2.28 -4.29
H -3.79 0.34 -1.96
O 5.97 -0.96 0.69
H -3.35 -3.01 -2.76
O 2.35 0.02 -2.12
H -2.12 2.27 0.78
H -4.29 -3.83 0.07
H -1.66 -3.73 0.85
H 2.21 2.17 -3.00
O -2.19 1.75 0.01
H 6.44 1.47 -1.63
H -1.02 -2.48 -0.04
O -3.68 -3.01 -3.67
H 5.38 1.78 -0.61
H -0.38 4.31 -3.33
O 2.34 1.26 2.84
H -1.53 -1.87 3.93
H 2.56 0.66 0.42
H -3.52 -1.30 2.55
H -0.79 -0.26 -0.14
H 1.91 -1.00 -4.56
H 1.63 -0.60 -2.24
H -0.24 0.25 -3.73
H -0.93 5.58 -1.34
H 4.91 3.59 -2.16
H -5.96 -0.55 1.05
H -0.29 -0.03 2.87
H 0.29 5.12 3.64
O 4.35 3.34 -1.42
H 0.37 4.17 -0.03
H 0.71 -3.72 -1.12
O -3.44 -1.45 1.60
H 2.16 0.46 -1.28
O -1.00 3.12 5.14
H 2.60 -4.35 1.46
O 4.44 -3.08 -2.36
H 0.67 -6.21 0.40
O -0.02 1.62 3.30
H 0.03 1.54 4.26
O 0.73 4.30 3.87
H -0.26 -1.58 2.43
O -2.15 -0.18 -4.75
H 0.00 3.67 -5.38
H -4.98 -1.96 -0.95
O 0.02 3.19 -4.58
H 1.39 4.24 4.55
H 1.53 4.89 0.59
H -2.50 -1.73 5.16
H 2.84 -0.78 4.09
H 3.85 0.34 -4.02
O -2.94 -0.08 -1.78
H -5.50 -0.71 2.55
H -2.76 -0.92 -4.59
O -1.98 -2.35 4.68
H -0.59 -4.14 3.22
O 2.86 -0.99 -4.72
O 1.03 4.06 0.64
O -5.40 -1.07 -0.94
O -0.93 5.11 -3.20
H -1.84 3.00 5.60
H 3.10 -1.72 0.66
H 4.33 -2.41 -1.68
H 3.07 -1.38 -3.85
H -2.19 -4.27 3.27
H -0.28 -2.62 -2.48
H -1.86 4.93 -3.37
H 3.90 1.79 -3.65
H 1.62 -5.49 -0.35
H -1.78 1.12 3.49
O 2.61 -1.72 4.15
H -0.13 2.58 3.25
O -0.27 -1.00 0.14
O 3.16 -1.50 1.60
H -2.54 5.07 2.46
H 3.44 3.26 -1.71
O -2.68 1.09 3.07
O 5.89 1.05 -0.95
H 4.93 -3.80 -1.97
O 1.79 1.24 0.33
H 6.22 -1.32 -0.19
H -3.08 -3.22 -0.54
H -3.06 1.43 0.04
O -1.42 -3.35 0.00
H -4.49 -0.75 -1.17
O -6.10 -0.29 1.96
H 1.95 2.16 0.35
O 1.28 -3.42 -1.84
O 4.43 0.99 -3.55
H -2.94 3.83 3.22
H 0.56 -0.75 0.52
O 0.21 1.07 -3.40
H -4.73 -2.64 3.02
H 2.91 -2.07 3.29
H 1.64 1.25 2.21
O -4.53 -2.14 3.80
H 2.55 -3.01 0.82
H -2.67 0.39 2.39
O -3.96 -3.59 -0.81
H -0.92 6.77 -0.21
H 1.51 3.50 -3.75
O -1.13 5.89 -0.44
O -0.65 -0.93 3.01
H 4.16 -1.51 1.62
O 2.35 -3.93 0.59
H 2.08 -3.90 -1.97